Record 1
The following is a quantum chemistry calculation of a 19-piece molecular cluster, CH41N2O18 overall, from the OMol25 dataset.

```
62
CH41N2O18 | the OMol25 dataset | ωB97M-V/def2-TZVPD
O -1.593 -3.354 0.080
O -2.351 2.321 -2.633
O -0.555 -1.232 1.095
O -0.293 1.075 3.602
O -2.376 -3.129 -2.380
O 1.992 0.919 -2.416
O 2.441 -2.229 1.655
O 0.242 1.385 0.506
O 3.345 -1.404 -2.645
O 0.485 3.724 -2.553
O 2.624 0.505 1.305
O -3.086 -1.224 1.851
O -3.610 2.823 0.899
O -3.099 0.428 4.064
O 4.592 -2.190 0.003
O 0.313 3.974 0.170
O 0.282 -2.751 -4.217
O 2.393 -0.361 4.083
N -0.068 -0.619 -1.632
N -1.847 0.464 -0.712
C -0.719 0.482 -1.410
H 1.228 3.851 -0.074
H -3.890 3.391 1.607
H -2.590 -2.213 -2.154
H 0.793 -0.607 -2.190
H 0.559 0.647 3.451
H 2.905 0.620 -2.514
H 0.324 -1.377 1.458
H -2.602 1.098 -0.893
H 1.135 3.370 -1.943
H -3.058 -3.250 -3.056
H -2.785 2.362 -3.488
H 2.016 -0.411 4.968
H -0.264 0.671 0.942
H -3.050 3.175 0.220
H -0.336 1.357 -1.887
H -1.659 -4.201 0.549
H -0.407 -3.098 -3.638
H 3.909 -1.241 -1.873
H -3.942 -0.813 1.712
H 1.671 0.571 1.140
H -2.053 -0.418 -0.263
H 0.075 2.199 1.009
H -1.469 2.637 -2.862
H 2.745 -3.074 1.978
H -2.773 1.161 4.600
H 2.801 -1.428 2.053
H 2.998 0.964 2.049
H 3.699 -2.163 -3.116
H 4.275 -2.921 -0.519
H -3.361 0.852 3.238
H -0.188 4.436 -0.503
H -0.877 0.435 4.007
H 3.288 -0.034 4.214
H -1.761 -3.757 -0.791
H 1.996 1.733 -2.929
H -2.795 -1.052 2.755
H -1.274 -1.781 1.424
H 0.979 -2.430 -3.641
H 3.843 -1.792 0.465
H 0.889 4.428 -3.070
H -0.105 -1.506 -1.151
```

* total charge: +1
* highest occupied orbital energy: -12.87 eV
* LUMO level: -2.41 eV
* DFT total energy: -1526.297563 Ha
* gap between HOMO and LUMO: 10.47 eV



Record 2
The following is a quantum chemistry calculation of one molecule with the formula CH4BBrO2, from the OMol25 dataset.

```
9
CH4BBrO2 | the OMol25 dataset | ωB97M-V/def2-TZVPD
Br -2.727 0.239 0.077
O 0.235 -1.525 0.112
O 1.403 0.350 -0.742
C -1.047 0.829 -0.368
B 0.342 -0.130 -0.003
H 0.566 0.256 1.251
H 0.003 -1.956 1.029
H -1.044 1.932 -0.398
H 2.270 0.007 -0.958
```

* highest occupied orbital energy (alpha / beta): -8.08 / -10.12 eV
* LUMO level (alpha / beta): 0.51 / -3.00 eV
* spin multiplicity: 3
* DFT total energy: -2789.755710 Ha
* expectation value of S²: 2.012
* gap between HOMO and LUMO (alpha / beta): 8.59 / 7.12 eV



Calculated ΔE to the lowest compared entry with this formula, charge and spin, 0.000; 1.186 eV (same order as the records).
Calculated F_max, 0.047; 0.065 Eh/bohr (same order as the records).